No. 1
{
  "formula": "C52H43N4O2P2Se2SiTe2Tl",
  "method": "ωB97M-V/def2-TZVPD",
  "energy_ev": -241103.893,
  "mol_weight_g_mol": 1463.48,
  "total_charge": -2,
  "symbols": ["Tl", "C", "Si", "C", "C", "C", "C", "C", "C", "P", "C", "C", "C", "C", "C", "C", "C", "C", "C", "C", "C", "C", "C", "C", "C", "C", "C", "C", "P", "C", "C", "C", "C", "C", "C", "C", "C", "C", "C", "C", "C", "H", "H", "H", "H", "H", "H", "H", "H", "H", "H", "H", "H", "H", "H", "H", "H", "H", "H", "H", "H", "H", "H", "H", "H", "H", "H", "H", "H", "H", "H", "H", "Se", "Te", "Te", "Se", "O", "N", "O", "C", "C", "C", "C", "C", "C", "N", "C", "C", "N", "C", "C", "C", "C", "H", "H", "H", "H", "H", "H", "H", "C", "C", "C", "N", "H", "H", "H", "H", "H"],
  "coordinates": [[-0.191, 0.596, 0.088], [2.657, 0.031, 2.526], [1.575, -0.878, 1.194], [2.905, -1.533, -0.028], [4.219, -1.788, 0.338], [5.162, -2.169, -0.604], [4.806, -2.299, -1.937], [3.504, -2.054, -2.331], [2.569, -1.662, -1.381], [0.805, -1.457, -1.758], [0.575, -0.878, -3.454], [1.496, -0.120, -4.164], [1.151, 0.395, -5.402], [-0.106, 0.154, -5.932], [-1.034, -0.590, -5.219], [-0.702, -1.093, -3.979], [0.630, -3.280, -2.078], [0.879, -4.114, -0.989], [0.838, -5.487, -1.119], [0.558, -6.059, -2.349], [0.318, -5.244, -3.440], [0.353, -3.868, -3.307], [1.024, -2.241, 2.403], [1.920, -3.226, 2.784], [1.733, -3.948, 3.948], [0.666, -3.643, 4.784], [-0.255, -2.685, 4.403], [-0.104, -2.015, 3.190], [-1.397, -0.920, 2.518], [-1.841, 0.100, 3.954], [-3.138, 0.584, 4.102], [-3.434, 1.503, 5.087], [-2.442, 1.952, 5.941], [-1.147, 1.488, 5.789], [-0.841, 0.578, 4.796], [-2.837, -2.048, 2.438], [-2.815, -3.389, 2.816], [-3.945, -4.173, 2.673], [-5.103, -3.645, 2.128], [-5.118, -2.328, 1.698], [-3.992, -1.540, 1.838], [3.195, -0.717, 3.104], [3.374, 0.714, 2.079], [2.038, 0.599, 3.215], [4.513, -1.696, 1.375], [6.184, -2.366, -0.299], [5.546, -2.610, -2.664], [3.210, -2.169, -3.367], [2.461, 0.104, -3.728], [1.862, 1.004, -5.942], [-0.379, 0.555, -6.899], [-2.018, -0.779, -5.633], [-1.423, -1.668, -3.403], [1.113, -3.677, -0.024], [1.033, -6.108, -0.255], [0.533, -7.135, -2.461], [0.117, -5.679, -4.411], [0.179, -3.252, -4.177], [2.784, -3.421, 2.163], [2.438, -4.722, 4.230], [0.554, -4.164, 5.728], [-1.088, -2.438, 5.053], [-3.921, 0.254, 3.436], [-4.442, 1.885, 5.181], [-2.673, 2.683, 6.704], [-0.372, 1.853, 6.449], [0.179, 0.240, 4.665], [-1.914, -3.832, 3.218], [-3.920, -5.212, 2.979], [-5.983, -4.266, 2.013], [-6.004, -1.924, 1.230], [-3.996, -0.530, 1.442], [-2.237, 1.896, 1.001], [-1.869, 4.205, 0.256], [2.424, 3.010, -2.825], [1.702, 1.247, -1.203], [-7.233, 0.061, -3.325], [-6.283, 0.860, -3.213], [-6.403, 2.042, -3.563], [-5.079, 0.375, -2.683], [-5.087, -0.954, -2.257], [-3.988, -1.542, -1.638], [-3.947, -2.891, -1.212], [-2.842, -3.351, -0.547], [-1.801, -2.462, -0.259], [-1.781, -1.217, -0.701], [-2.820, -0.765, -1.415], [-2.747, 0.552, -1.971], [-1.550, 1.158, -1.895], [-1.408, 2.383, -2.368], [-2.459, 3.063, -2.976], [-3.685, 2.453, -3.099], [-3.874, 1.151, -2.592], [-5.991, -1.530, -2.397], [-4.793, -3.531, -1.424], [-2.772, -4.372, -0.200], [-0.944, -2.774, 0.331], [-0.411, 2.800, -2.308], [-2.288, 4.065, -3.338], [-4.505, 2.969, -3.570], [2.230, 5.304, 1.547], [2.176, 4.045, 0.689], [1.370, 3.038, 1.316], [0.753, 2.263, 1.904], [2.794, 6.075, 1.025], [2.712, 5.097, 2.502], [1.219, 5.665, 1.730], [3.171, 3.623, 0.513], [1.756, 4.269, -0.297]],
  "forces_ev_per_a": [[-2.26, 0.33, 1.88], [-0.33, -0.27, -0.38], [1.42, 0.38, 0.63], [-0.51, -0.07, 0.06], [0.03, -0.12, 0.16], [0.29, -0.04, 0.00], [0.21, -0.09, -0.06], [-0.06, 0.07, 0.14], [0.22, -0.12, -0.30], [0.73, -1.05, -0.92], [-0.07, 0.05, 0.05], [-0.02, -0.19, 0.06], [0.01, 0.02, -0.23], [-0.01, 0.05, -0.16], [-0.22, -0.08, -0.06], [0.18, 0.02, 0.02], [-0.02, 0.02, -0.13], [-0.18, -0.06, 0.01], [0.04, -0.10, 0.19], [-0.03, -0.25, -0.09], [-0.02, -0.22, -0.09], [0.00, 0.01, -0.01], [-0.20, 0.29, -0.48], [0.21, -0.51, 0.13], [0.14, -0.05, 0.03], [-0.10, -0.12, 0.24], [0.16, -0.01, 0.20], [-0.28, -0.11, 0.20], [-0.37, -0.11, 0.52], [0.02, 0.09, 0.08], [0.03, -0.09, 0.09], [-0.12, 0.04, 0.13], [-0.01, 0.13, 0.07], [0.06, 0.17, 0.23], [-0.06, -0.19, -0.10], [0.05, -0.07, 0.10], [-0.02, 0.05, 0.04], [-0.12, -0.24, -0.04], [-0.14, -0.08, -0.02], [-0.10, -0.02, 0.08], [-0.03, 0.02, 0.08], [0.20, -0.19, 0.09], [0.02, 0.13, -0.17], [-0.14, 0.06, 0.01], [0.07, 0.06, 0.10], [-0.03, 0.02, 0.01], [0.03, 0.03, -0.04], [0.00, -0.02, 0.01], [-0.04, 0.01, -0.09], [0.03, 0.05, 0.04], [0.03, 0.07, -0.06], [-0.04, 0.06, 0.01], [0.01, 0.05, -0.13], [0.05, -0.02, 0.02], [0.02, -0.08, 0.05], [0.00, -0.08, 0.02], [-0.03, -0.05, -0.04], [0.04, -0.04, 0.00], [0.12, -0.03, -0.03], [0.01, 0.00, 0.01], [-0.03, 0.00, -0.01], [-0.02, -0.06, -0.05], [-0.01, 0.05, 0.02], [-0.07, 0.01, -0.01], [0.00, 0.03, 0.05], [0.10, 0.01, -0.01], [0.05, 0.01, 0.01], [-0.07, 0.03, -0.01], [0.02, -0.04, 0.01], [-0.03, -0.02, 0.00], [-0.08, 0.08, -0.06], [0.06, 0.09, 0.00], [-0.73, -0.55, 0.45], [0.08, 0.91, -0.31], [0.14, 0.67, -0.67], [3.22, 1.12, -1.37], [0.67, 0.69, 0.06], [-2.43, 0.68, -1.11], [0.29, -1.09, 0.42], [1.70, -1.67, 1.05], [-0.86, 0.97, -0.55], [1.03, -0.05, 0.35], [0.18, 0.17, -0.08], [-0.23, -0.32, -0.17], [-0.06, 0.66, -0.43], [-0.57, -0.76, 0.35], [-0.89, -0.05, -0.35], [-0.37, 0.11, -0.28], [-0.42, 0.14, -0.66], [0.55, -0.42, 0.31], [-0.82, -0.11, -0.15], [0.32, 0.63, -0.22], [0.11, -0.11, 0.09], [0.03, 0.01, 0.01], [-0.04, -0.09, 0.07], [-0.03, -0.03, -0.01], [-0.06, 0.01, -0.04], [-0.02, 0.09, -0.07], [-0.04, 0.05, -0.04], [0.11, -0.02, 0.04], [-0.01, -0.01, 0.03], [0.35, 0.54, -0.41], [-0.53, -0.53, 0.76], [0.61, 0.60, 0.63], [0.05, 0.07, -0.01], [0.01, 0.07, 0.09], [-0.02, 0.04, 0.02], [-0.13, 0.04, -0.06], [0.06, -0.13, 0.10]],
  "mulliken_charge": [0.77, -1.69, 1.51, 0.43, -0.03, -0.99, -1.11, -0.34, 1.23, 1.02, 0.64, -1.29, -1.00, -0.90, -0.92, -1.19, 0.99, -0.03, -0.93, -0.72, -0.67, -1.18, -0.55, -0.06, -0.87, -0.84, 0.02, -0.37, 1.80, 0.81, -0.45, -0.72, -0.66, -0.82, -0.27, 0.94, -0.68, -0.93, -0.70, -1.25, -0.36, 0.50, 0.37, 0.21, 0.37, 0.38, 0.39, 0.49, 0.75, 0.42, 0.35, 0.43, 0.83, -0.19, 0.48, 0.34, 0.43, 0.36, 0.44, 0.41, 0.35, 0.58, 0.30, 0.43, 0.34, 0.41, 0.13, 0.26, 0.41, 0.38, 0.46, 0.53, -0.24, -0.60, -0.83, -0.37, -0.71, 1.04, -0.67, -0.66, -1.16, 1.33, -0.46, -1.98, 0.21, 1.37, -0.98, 0.05, 1.15, -0.85, -0.91, -0.91, 1.25, 0.61, 0.49, 0.59, 0.09, -0.08, 0.48, 0.55, -1.39, -0.08, 0.67, -0.33, 0.40, 0.33, 0.29, 0.30, 0.00]
}

No. 2
{
  "formula": "C23H36N2O4S",
  "method": "ωB97M-V/def2-TZVPD",
  "smiles": "COc1ccc(NC(=O)[C@H]2CC[C@@H](C(C)(C)C)CC2)cc1S(=O)(=O)N1CCCCC1",
  "energy_ev": -46441.526,
  "mol_weight_g_mol": 436.62,
  "total_charge": 0,
  "symbols": ["C", "O", "C", "C", "C", "C", "N", "C", "O", "C", "C", "C", "C", "C", "C", "C", "C", "C", "C", "C", "C", "S", "O", "O", "N", "C", "C", "C", "C", "C", "H", "H", "H", "H", "H", "H", "H", "H", "H", "H", "H", "H", "H", "H", "H", "H", "H", "H", "H", "H", "H", "H", "H", "H", "H", "H", "H", "H", "H", "H", "H", "H", "H", "H", "H", "H"],
  "coordinates": [[0.442, -3.657, -4.630], [1.013, -2.889, -3.596], [0.324, -1.833, -3.107], [-1.001, -1.532, -3.423], [-1.637, -0.460, -2.825], [-0.980, 0.347, -1.899], [-1.682, 1.405, -1.320], [-1.320, 2.181, -0.248], [-0.282, 2.045, 0.353], [-2.396, 3.209, 0.088], [-3.555, 2.533, 0.834], [-3.125, 2.094, 2.230], [-2.685, 3.301, 3.065], [-2.412, 2.947, 4.552], [-1.432, 1.780, 4.698], [-3.732, 2.577, 5.242], [-1.837, 4.165, 5.287], [-1.491, 3.945, 2.355], [-1.849, 4.364, 0.931], [0.354, 0.069, -1.608], [0.987, -0.997, -2.208], [2.705, -1.289, -1.744], [3.200, -0.075, -1.166], [3.437, -1.864, -2.830], [2.631, -2.413, -0.525], [2.286, -3.762, -0.896], [2.764, -4.719, 0.194], [2.135, -4.328, 1.529], [2.469, -2.872, 1.847], [2.012, -1.971, 0.702], [-0.446, -4.198, -4.286], [0.182, -3.039, -5.494], [1.211, -4.371, -4.917], [-1.548, -2.133, -4.131], [-2.666, -0.250, -3.084], [-2.596, 1.570, -1.718], [-2.770, 3.616, -0.860], [-3.918, 1.668, 0.271], [-4.380, 3.246, 0.915], [-2.294, 1.394, 2.139], [-3.960, 1.578, 2.705], [-3.508, 4.029, 3.063], [-0.518, 1.965, 4.141], [-1.170, 1.651, 5.746], [-1.872, 0.851, 4.345], [-4.180, 1.690, 4.802], [-4.445, 3.395, 5.170], [-3.556, 2.371, 6.295], [-0.809, 4.355, 4.991], [-1.844, 3.986, 6.361], [-2.431, 5.054, 5.088], [-1.162, 4.836, 2.889], [-0.661, 3.242, 2.313], [-2.607, 5.150, 0.964], [-0.960, 4.772, 0.445], [0.918, 0.685, -0.929], [2.772, -3.960, -1.851], [1.196, -3.866, -1.024], [3.850, -4.652, 0.269], [2.495, -5.742, -0.073], [2.503, -4.979, 2.324], [1.050, -4.448, 1.470], [3.547, -2.765, 1.968], [1.982, -2.559, 2.772], [2.325, -0.939, 0.862], [0.913, -2.000, 0.619]],
  "forces_ev_per_a": [[-0.10, -0.13, -0.09], [-0.08, 0.12, 0.03], [-0.14, -0.06, -0.05], [0.22, -0.18, -0.08], [0.18, 0.16, 0.20], [0.25, -0.44, -0.15], [-0.30, 0.10, -0.17], [-0.65, 0.21, -0.35], [0.43, -0.05, 0.19], [-0.04, 0.24, 0.13], [0.09, -0.17, -0.01], [-0.28, 0.24, 0.02], [0.30, -0.22, 0.07], [-0.12, 0.10, 0.12], [-0.17, 0.17, -0.07], [0.21, 0.01, -0.16], [-0.05, -0.22, -0.14], [-0.21, 0.17, 0.06], [0.24, -0.21, -0.09], [-0.08, 0.27, 0.13], [0.66, -0.36, -0.04], [0.29, -0.05, 0.03], [-0.34, 0.06, 0.21], [-0.31, -0.14, 0.05], [0.22, 0.67, -0.69], [0.14, -0.66, -0.34], [-0.29, 0.15, 0.00], [0.29, 0.01, 0.04], [-0.25, -0.05, -0.17], [-0.04, 0.39, 0.62], [0.03, 0.04, -0.03], [0.00, 0.00, 0.04], [-0.08, 0.02, -0.02], [-0.01, -0.08, -0.06], [-0.11, 0.01, -0.01], [0.17, 0.09, 0.14], [0.04, -0.07, 0.05], [-0.08, 0.05, -0.02], [-0.04, 0.00, -0.04], [0.04, -0.13, 0.07], [0.04, -0.09, 0.02], [-0.06, 0.03, 0.02], [0.17, -0.03, -0.06], [0.04, -0.04, 0.12], [-0.01, -0.15, -0.05], [-0.09, -0.11, -0.03], [-0.12, 0.11, 0.01], [0.00, -0.03, 0.13], [0.13, 0.10, -0.03], [0.01, -0.01, 0.12], [-0.06, 0.17, -0.02], [0.05, 0.01, 0.05], [0.06, 0.04, 0.08], [0.00, 0.02, -0.04], [-0.04, 0.09, -0.02], [-0.05, 0.07, 0.03], [-0.13, -0.17, 0.05], [0.04, -0.01, -0.02], [0.08, -0.05, -0.04], [0.04, -0.01, -0.05], [-0.08, -0.03, 0.02], [-0.06, -0.04, 0.03], [0.06, 0.06, 0.06], [0.03, 0.05, 0.01], [-0.14, -0.04, 0.15], [0.05, 0.01, 0.01]],
  "mulliken_charge": [-1.06, -0.31, 0.67, -0.89, -1.01, 0.14, -0.02, 0.21, -0.63, 0.29, -1.18, -0.74, 0.21, 1.95, -1.92, -1.90, -2.06, -0.60, -1.72, -0.21, -0.10, 1.20, -0.72, -0.68, 0.13, -0.42, -0.86, -0.66, -0.86, -0.54, 0.38, 0.38, 0.25, 0.45, 0.37, 0.25, 0.43, 0.48, 0.48, 0.31, 0.38, 0.39, 0.35, 0.50, 0.38, 0.37, 0.41, 0.47, 0.42, 0.49, 0.38, 0.46, 0.24, 0.51, 0.43, 0.86, 0.40, 0.24, 0.34, 0.35, 0.34, 0.31, 0.33, 0.36, 0.48, 0.32]
}

What is the formula in the second record? C23H36N2O4S

Which formula does entry 2 have? C23H36N2O4S